This record from OMol25 describes a molecular structure, C21H16ClO4PZr in a non-equilibrium geometry. The level of theory is ωB97M-V/def2-TZVPD.

The geometry in XYZ format:
```
44
Properties=species:S:1:pos:R:3:forces:R:3:nbo_charge:R:1
Zr 0.106 -1.303 0.703 -0.046 0.655 1.833 2.31
O 2.114 -1.213 0.105 0.971 0.025 -0.751 -0.68
C 1.614 -0.773 -0.985 0.122 0.274 -0.387 0.76
O 0.492 -1.350 -1.307 0.296 0.262 -0.676 -0.69
C 1.922 0.575 -1.512 -0.139 -0.086 0.135 -0.77
P 0.371 1.590 -0.919 0.026 0.184 0.088 0.90
C 0.895 3.311 -0.980 0.123 -0.002 0.083 -0.32
C 0.757 3.929 -2.225 0.000 0.067 -0.055 -0.21
C 1.075 5.271 -2.368 -0.002 -0.032 -0.009 -0.18
C 1.507 6.002 -1.269 0.008 0.036 -0.021 -0.15
C 1.631 5.396 -0.026 -0.025 -0.065 -0.009 -0.19
C 1.329 4.051 0.120 0.063 0.041 0.031 -0.23
C 0.436 1.176 0.924 -0.390 0.124 -0.149 -0.41
C 1.608 0.924 1.642 -0.019 0.133 0.053 -0.09
C 1.578 0.215 2.843 -0.004 0.035 0.058 -0.19
C 0.366 -0.218 3.376 -0.070 0.165 0.086 -0.19
C -0.836 0.158 2.764 0.008 0.307 0.045 -0.22
C -0.800 0.845 1.550 0.127 0.582 -0.044 -0.29
H 1.863 0.630 -2.597 0.014 -0.032 -0.027 0.30
H 2.868 0.955 -1.138 0.063 0.006 -0.046 0.27
H 0.390 3.373 -3.080 -0.004 0.006 0.022 0.23
H 0.969 5.749 -3.332 0.005 -0.010 0.014 0.24
H 1.738 7.053 -1.380 0.002 -0.024 -0.001 0.24
H 1.957 5.974 0.829 -0.005 -0.019 -0.011 0.24
H 1.421 3.598 1.100 -0.006 0.005 -0.014 0.20
H 2.554 1.259 1.238 0.096 -0.195 -0.047 0.26
H 2.501 0.008 3.369 0.041 -0.098 -0.048 0.28
H 0.353 -0.777 4.302 -0.017 -0.079 -0.009 0.28
H -1.784 -0.058 3.235 -0.056 -0.151 -0.044 0.28
H -1.722 1.109 1.050 -0.096 -0.073 -0.065 0.29
Cl -3.300 -6.778 -2.071 0.007 0.046 0.014 0.11
C -2.817 -5.303 -1.341 -0.266 -0.085 -0.239 -0.07
C -3.559 -4.134 -1.584 -0.138 0.050 -0.070 -0.05
C -3.211 -2.925 -1.019 -0.272 -0.036 -0.256 -0.27
C -2.098 -2.843 -0.214 0.265 0.210 0.424 0.40
O -1.762 -1.666 0.344 -0.673 -0.830 -0.478 -0.76
C -1.330 -4.022 0.076 -0.417 0.000 -0.164 -0.23
C -0.316 -4.071 1.035 0.041 0.312 0.385 0.43
O 0.193 -3.043 1.648 -0.265 -1.456 0.008 -0.70
C -1.740 -5.251 -0.519 0.519 -0.196 0.361 -0.13
H -4.430 -4.197 -2.225 0.014 0.008 0.007 0.26
H -3.793 -2.032 -1.201 -0.005 -0.021 -0.014 0.26
H 0.068 -5.038 1.346 0.116 -0.080 -0.022 0.23
H -1.178 -6.154 -0.309 -0.015 0.039 0.008 0.25
```
Forces are in eV/Å.

Summary:
Total charge = +2
E_LUMO = -7.9 eV

---

This record from OMol25 describes 3 unconnected molecules or ions with the total composition C15H32ClN3O4PS5 in a non-equilibrium geometry. The level of theory is ωB97M-V/def2-TZVPD.

The geometry in XYZ format:
```
61
Properties=species:S:1:pos:R:3:forces:R:3:nbo_charge:R:1
C 1.212 2.747 -3.827 -1.152 0.184 -1.388 -0.62
C 0.166 2.792 -5.040 1.001 -0.242 1.431 -0.51
S -1.197 1.607 -4.632 -0.216 0.260 -0.510 0.17
C -0.524 -0.105 -4.627 0.808 -0.395 0.302 -0.56
C -0.448 -0.785 -3.189 -1.075 0.217 -1.237 -0.06
C -1.483 -0.243 -2.152 -0.399 -0.611 0.894 -0.47
C -0.919 0.827 -1.173 0.546 0.223 -0.707 -0.36
P -2.145 1.389 0.137 -1.252 -0.784 0.566 0.80
S -3.514 0.052 0.475 0.223 0.185 -0.119 -0.51
N 0.266 0.165 -0.486 0.680 0.235 -2.385 -0.58
C 1.202 -0.063 -1.518 0.743 -0.234 0.398 0.72
N 2.410 0.451 -1.336 -0.279 -0.089 0.225 -0.55
Cl 3.694 0.322 -2.438 -0.439 -0.012 0.489 0.27
N 0.986 -0.765 -2.731 -1.609 0.205 2.461 -0.60
S 1.666 -2.364 -2.694 0.754 -0.271 0.195 0.25
H 2.117 3.309 -4.149 -0.415 -0.493 0.636 0.23
H 1.399 1.670 -3.625 0.316 0.878 0.011 0.18
H 0.683 3.237 -2.971 0.787 -0.422 -0.513 0.21
H -0.267 3.822 -5.016 -0.046 -1.038 -0.373 0.24
H 0.650 2.594 -6.021 -0.475 0.044 0.651 0.23
H -1.126 -0.790 -5.277 0.277 0.954 0.469 0.25
H 0.512 -0.101 -5.041 -0.756 0.026 0.167 0.24
H -0.709 -1.860 -3.356 0.288 0.971 0.192 0.24
H -1.784 -1.119 -1.517 0.186 0.879 -0.369 0.26
H -2.437 0.094 -2.630 1.008 -0.128 0.201 0.28
H -0.486 1.699 -1.738 -0.811 -0.515 0.436 0.23
H -2.688 2.662 -0.246 0.814 -0.428 -0.048 0.01
H -1.402 1.639 1.346 0.199 0.258 -0.942 -0.01
H 0.646 0.772 0.244 0.045 -0.263 -0.144 0.40
H 2.591 0.990 -0.482 0.439 -0.104 -0.300 0.46
H 1.031 -2.990 -1.643 -0.038 0.713 -0.418 0.13
C -6.902 -3.050 4.621 0.067 0.009 0.108 -0.41
C -6.420 -1.597 4.570 -0.129 0.047 0.046 -0.40
C -5.130 -1.571 3.744 -0.039 0.420 0.347 -0.68
S -5.241 -2.945 2.600 -0.233 0.039 -0.073 2.17
O -4.211 -3.903 2.929 -0.005 0.150 -0.284 -0.94
O -5.415 -2.436 1.258 0.316 -0.238 0.074 -0.95
C -6.806 -3.568 3.191 -0.335 -0.137 0.253 -0.68
H -7.919 -3.126 5.006 0.049 -0.019 -0.022 0.23
H -6.249 -3.633 5.275 -0.050 -0.017 -0.043 0.22
H -7.180 -0.978 4.086 0.039 -0.038 0.011 0.21
H -6.255 -1.191 5.569 0.003 -0.002 -0.061 0.23
H -5.028 -0.643 3.182 0.127 -0.138 -0.099 0.26
H -4.251 -1.724 4.369 0.002 -0.097 -0.116 0.25
H -6.820 -4.655 3.125 0.122 0.045 -0.133 0.26
H -7.591 -3.143 2.564 0.089 -0.012 -0.041 0.24
C 6.092 -0.139 1.802 -0.004 -0.047 -0.102 -0.40
C 6.987 0.469 0.717 0.072 -0.098 0.041 -0.40
C 6.313 1.758 0.237 0.387 -0.191 -0.239 -0.68
S 5.347 2.363 1.617 0.730 0.167 0.428 2.17
O 3.943 2.294 1.255 -0.258 -0.002 -0.217 -1.00
O 5.946 3.569 2.129 -0.599 -0.096 -0.218 -0.91
C 5.714 1.013 2.726 -0.044 -0.420 0.139 -0.67
H 6.597 -0.938 2.344 -0.058 0.031 -0.015 0.24
H 5.191 -0.558 1.343 0.019 -0.029 0.062 0.20
H 7.967 0.703 1.140 -0.064 -0.005 -0.014 0.22
H 7.146 -0.225 -0.109 0.015 0.064 0.024 0.23
H 7.044 2.510 -0.053 -0.201 0.127 0.047 0.27
H 5.623 1.576 -0.579 -0.098 0.014 -0.117 0.23
H 4.848 0.799 3.349 -0.008 0.178 -0.012 0.26
H 6.558 1.315 3.347 -0.064 0.094 -0.044 0.25
```
Forces are in eV/Å.

Summary:
Total charge = +1
E_LUMO = -3.9 eV

---

This record from OMol25 describes 2 unconnected molecules or ions with the total composition C4H10NO3 in a non-equilibrium geometry. The level of theory is ωB97M-V/def2-TZVPD.

The geometry in XYZ format:
```
18
Properties=species:S:1:pos:R:3:forces:R:3:nbo_charge:R:1
O -2.851 -0.645 0.332 1.099 0.897 0.467 -0.60
C -1.658 -0.132 0.442 -2.150 0.788 0.234 0.15
N -1.402 1.158 1.011 -2.310 -1.792 0.253 -0.30
C -0.143 1.473 1.360 5.120 -3.411 -0.920 -0.01
O 0.735 0.053 1.548 -2.939 2.427 0.675 -0.84
C -0.899 -0.218 -0.973 1.054 1.719 -0.258 -0.34
C 0.080 -1.276 -1.248 2.216 -1.162 -1.145 -0.64
H -1.055 -0.801 1.177 0.685 0.499 -0.260 0.39
H 0.175 1.893 2.322 -1.164 0.635 -0.332 0.21
H 0.480 1.955 0.476 -1.106 -0.590 1.309 0.22
H -1.572 -0.210 -1.849 -0.408 0.484 1.078 0.22
H -0.372 0.750 -0.840 0.112 -0.783 -1.256 0.21
H -0.311 -2.256 -1.587 -0.200 0.648 -0.060 0.18
H 0.790 -1.489 -0.466 0.051 0.204 0.559 0.27
H 0.821 -0.848 -2.021 -1.225 -0.781 0.789 0.24
H 1.561 0.078 1.009 1.289 -0.096 -1.404 0.52
H 2.894 0.681 -0.560 0.142 0.030 -0.036 0.40
O 2.727 -0.165 -0.132 -0.265 0.284 0.307 -1.30
```
Forces are in eV/Å.

Summary:
Total charge = -1
Relative energy (zero: lowest compared OMol25 entry of this formula, charge and spin) = 193.4 kcal/mol
E_LUMO = 1.3 eV